1.
A cluster of 7 separate species, C15H28BBr13F3O2 in total, computed with ωB97M-V/def2-TZVPD.

```
62
Properties=species:S:1:pos:R:3:forces:R:3
C -1.3964 0.9360 -0.5352 0.0 0.3 0.1
O -0.4928 0.8831 -1.6287 -0.2 -0.3 -0.1
B 0.3257 -0.2657 -1.5290 0.2 -0.2 -0.2
O -0.1139 -1.4224 -2.2182 0.2 0.0 0.3
C 1.6124 -0.3245 -0.7335 -0.4 0.5 0.5
Br 2.1956 1.4700 -0.1124 0.0 -0.2 -0.1
C 1.5552 -1.1605 0.4500 0.3 -0.4 0.1
F 2.7301 -1.3686 1.1495 -0.4 0.1 -0.2
F 0.6943 -0.6888 1.4724 0.2 -0.4 0.0
F 1.0804 -2.4319 0.1969 0.1 0.4 0.1
H -1.4354 -0.0173 0.0081 0.0 0.2 0.1
H -1.0861 1.7097 0.1811 -0.1 -0.1 -0.1
H -2.4178 1.1605 -0.8858 0.3 0.0 0.0
H -0.9025 -1.8177 -1.8367 -0.1 0.1 -0.2
Br 4.5596 3.7428 1.9453 0.0 0.0 0.0
C 4.6276 5.4922 1.1155 0.1 -0.1 0.0
C 3.3106 6.2169 1.2114 -0.1 0.0 -0.1
Br 1.9849 5.4619 0.0121 0.0 0.0 0.0
H 4.9227 5.3245 0.0836 0.0 0.0 0.0
H 5.4059 6.0504 1.6323 0.0 0.0 0.0
H 3.4321 7.2581 0.9194 0.0 0.0 0.0
H 2.8910 6.1626 2.2112 0.0 0.0 0.0
Br -1.3108 1.4878 3.3214 -0.1 0.1 0.1
C -0.1268 0.3120 4.3033 0.0 0.0 -0.2
C -0.3036 0.4263 5.7926 0.0 0.0 0.0
Br 0.4484 2.0699 6.5181 0.0 0.0 0.0
H 0.8800 0.5514 3.9756 0.0 0.0 0.0
H -0.3731 -0.6947 3.9731 0.0 0.0 0.0
H 0.2196 -0.3827 6.2971 0.0 0.0 0.0
H -1.3508 0.4219 6.0782 0.0 0.0 0.0
Br -1.2233 -4.9892 -0.7826 -0.1 -0.1 -0.1
C 0.0044 -6.1538 0.1647 0.0 0.1 0.0
C 1.4357 -5.7967 -0.1447 0.0 0.0 0.0
Br 1.9625 -6.4096 -1.9131 0.0 0.0 0.0
H -0.2358 -7.1745 -0.1155 0.0 0.0 0.0
H -0.1989 -6.0011 1.2223 0.0 0.0 0.0
H 2.1075 -6.2917 0.5525 0.0 0.0 0.0
H 1.6023 -4.7227 -0.1224 0.0 0.0 0.0
Br 6.1455 6.1726 -2.5410 0.0 0.0 0.0
C 7.0560 4.5742 -3.1779 0.0 0.0 0.0
C 6.1381 3.3843 -3.2734 0.0 -0.1 0.1
Br 5.7076 2.6152 -1.5492 0.0 0.1 0.0
H 7.8788 4.3960 -2.4930 0.0 0.0 0.0
H 7.4435 4.8363 -4.1599 0.0 0.0 0.0
H 6.6291 2.5960 -3.8406 0.0 0.0 0.0
H 5.1941 3.6351 -3.7476 0.0 0.0 0.0
Br -3.6224 -2.5845 3.0215 0.0 0.0 0.0
C -4.9605 -2.8424 1.6341 0.0 0.0 0.1
C -4.3511 -3.3441 0.3516 0.0 0.1 -0.1
Br -3.3746 -1.9366 -0.5625 0.0 -0.1 0.1
H -5.4562 -1.8857 1.5010 0.0 0.0 0.0
H -5.6653 -3.5711 2.0280 0.0 0.0 0.0
H -5.1338 -3.6698 -0.3315 0.0 0.0 0.0
H -3.6479 -4.1546 0.5151 0.0 0.0 0.0
Br -6.7538 0.1997 -1.2581 0.0 -0.1 0.0
C -6.0020 -0.7319 -2.7880 0.0 0.0 0.0
C -7.0333 -1.0221 -3.8434 0.0 0.0 0.0
Br -8.2352 -2.4617 -3.3203 0.0 0.0 0.0
H -5.5387 -1.6330 -2.4019 0.0 0.0 0.0
H -5.2281 -0.0778 -3.1832 0.0 0.0 0.0
H -6.5500 -1.3566 -4.7580 0.0 0.0 0.0
H -7.6605 -0.1614 -4.0516 0.0 0.0 0.0
```
Forces are in eV/Å.

charge: -1
frontier orbital gap: 5.578 eV
maximum force: 0.799 eV Å⁻¹

***

2.
A structure of composition C58H49F3KN2O5P2SSb, computed with ωB97M-V/def2-TZVPD.

```
122
Properties=species:S:1:pos:R:3:forces:R:3
K 1.7203 0.6749 0.9865 0.0 0.0 -0.9
O -2.7624 5.0130 4.1482 0.0 -0.1 0.0
C -2.1188 3.9839 3.5032 -0.1 0.1 0.0
C -0.9102 3.4808 3.9515 -0.1 0.0 -0.1
C -0.3496 2.4231 3.2524 0.1 0.0 0.1
N -0.8849 1.9049 2.1478 0.1 0.1 0.0
C -2.0462 2.4070 1.7254 -0.1 0.1 0.0
C -2.7116 3.4348 2.3837 0.1 -0.1 0.0
C -2.7013 1.7945 0.4772 0.0 -0.1 0.2
O -3.9387 1.9218 0.4084 -0.1 0.1 -0.1
O -1.9316 1.2215 -0.3197 0.1 0.0 -0.2
C 0.9415 1.7977 3.8091 -0.2 0.0 -0.1
O 1.5521 2.4467 4.6578 0.1 0.1 0.2
O 1.2419 0.6611 3.3327 -0.2 0.1 0.8
H -2.2526 5.2283 4.9351 0.0 0.0 0.0
H -0.3926 3.8532 4.8263 0.0 0.0 0.0
H -3.6752 3.7593 2.0215 0.0 0.0 0.0
C 4.4456 1.7666 1.2186 0.1 0.0 0.1
C 4.4401 0.6167 2.0327 0.1 0.0 0.0
C 4.4339 -0.5116 1.1902 0.1 0.0 0.0
C 4.4321 -0.0559 -0.1474 0.1 -0.2 0.0
C 4.4450 1.3470 -0.1276 0.2 0.2 0.0
H 4.4696 2.7900 1.5734 0.0 0.0 0.0
H 4.4234 0.6114 3.1141 0.0 0.0 0.0
H 4.4605 -1.5471 1.5091 0.0 0.0 0.0
H 4.4476 -0.6864 -1.0277 0.0 0.0 0.0
H 4.4804 1.9958 -0.9938 -0.1 0.0 0.0
C -3.2618 -1.9122 -5.2063 -0.1 -0.2 0.1
S -2.6428 -0.4293 -6.0153 0.0 0.0 -0.1
C -2.7798 0.7468 -4.6388 -0.1 0.1 0.1
C -1.8580 0.4632 -3.4630 -0.1 -0.1 0.1
C -0.4030 0.6995 -3.8236 0.2 0.1 -0.1
N 0.5696 0.5565 -2.7248 -0.2 0.1 -0.1
P 1.2483 -0.9488 -2.2352 -0.1 0.1 0.2
C 1.7655 -1.6725 -3.8406 0.1 -0.1 -0.1
C 0.9136 -2.2621 -4.7743 0.0 0.0 0.0
C 1.3953 -2.6880 -6.0018 0.0 0.0 0.0
C 2.7424 -2.5419 -6.3085 0.0 0.0 0.0
C 3.6053 -1.9722 -5.3837 0.0 0.0 0.0
C 3.1173 -1.5422 -4.1570 0.0 0.0 -0.1
C -0.1420 -2.0523 -1.7831 0.1 0.0 -0.2
C -0.0341 -3.4226 -2.0275 0.0 -0.1 0.0
C -0.9846 -4.3066 -1.5388 0.0 0.0 0.0
C -2.0556 -3.8350 -0.7904 0.0 -0.1 0.0
C -2.1508 -2.4791 -0.5211 0.0 0.0 0.0
C -1.1954 -1.5926 -0.9980 0.0 0.0 0.1
P 1.5318 1.8725 -2.1760 0.1 -0.2 0.1
C 1.9543 2.7167 -3.7486 0.0 0.0 0.1
C 2.4044 1.9623 -4.8339 0.0 0.0 0.0
C 2.8637 2.5760 -5.9871 0.0 0.0 0.0
C 2.8935 3.9619 -6.0759 0.0 0.0 0.0
C 2.4575 4.7226 -5.0021 0.0 0.0 0.0
C 1.9910 4.1060 -3.8488 0.0 0.0 0.0
C 0.4691 3.1336 -1.3942 -0.1 0.1 0.0
C 0.9475 3.6543 -0.1916 0.0 0.0 -0.1
C 0.2502 4.6558 0.4739 0.0 0.0 0.1
C -0.9406 5.1270 -0.0462 -0.1 0.1 0.0
C -1.4360 4.6085 -1.2384 0.0 0.0 0.0
C -0.7319 3.6263 -1.9077 0.0 -0.1 0.0
H -3.2714 -2.7138 -5.9441 0.0 0.0 -0.1
H -4.2786 -1.7700 -4.8393 0.0 0.1 0.0
H -2.6325 -2.2291 -4.3750 0.0 0.0 0.0
H -3.8196 0.7634 -4.3051 0.0 0.0 0.0
H -2.5746 1.7300 -5.0719 0.0 0.0 -0.1
H -2.0135 -0.5651 -3.1438 0.1 -0.1 0.1
H -2.1432 1.0702 -2.6002 0.0 0.0 0.0
H -0.3037 1.7141 -4.2219 0.0 0.0 0.0
H -0.1041 0.0435 -4.6474 -0.1 0.0 0.0
H -0.1359 -2.3862 -4.5358 0.0 0.0 0.0
H 0.7161 -3.1284 -6.7212 0.0 0.0 0.0
H 3.1183 -2.8752 -7.2683 0.0 0.0 0.0
H 4.6580 -1.8608 -5.6115 0.0 0.0 0.0
H 3.7874 -1.0871 -3.4367 0.0 0.0 0.1
H 0.7980 -3.8101 -2.6053 0.0 0.0 0.0
H -0.8836 -5.3664 -1.7393 0.0 0.0 0.0
H -2.7870 -4.5257 -0.3895 0.0 0.0 0.0
H -2.9613 -2.0927 0.0844 0.0 0.0 0.0
H -1.2939 -0.5442 -0.7365 0.0 0.1 -0.1
H 2.3893 0.8808 -4.7817 0.0 0.0 0.0
H 3.1988 1.9663 -6.8172 0.0 0.0 0.0
H 3.2562 4.4437 -6.9756 0.0 0.0 0.0
H 2.4724 5.8046 -5.0564 0.0 0.0 0.0
H 1.6444 4.7153 -3.0235 0.0 0.0 0.0
H 1.8755 3.2828 0.2394 0.0 0.0 -0.1
H 0.6192 5.0268 1.4218 0.0 0.0 0.0
H -1.5063 5.8784 0.4907 0.0 0.0 0.0
H -2.3855 4.9539 -1.6258 0.0 0.0 0.0
H -1.1331 3.2203 -2.8265 0.0 0.0 0.0
F -3.4554 -6.8825 2.6263 0.0 0.0 0.0
C -2.8262 -5.6753 2.7065 0.0 0.0 0.0
C -3.5575 -4.5643 3.0625 0.0 0.0 0.0
C -2.8978 -3.3402 3.1456 -0.1 0.0 0.0
C -1.5399 -3.2146 2.8754 0.0 0.0 0.0
C -0.8523 -4.3728 2.5113 0.0 0.0 0.0
C -1.4759 -5.6095 2.4285 -0.1 0.0 0.0
Sb -0.4211 -1.3227 2.8020 0.2 -0.2 0.1
C -1.6382 -0.3414 4.2673 0.0 -0.1 -0.1
C -1.1632 -0.0696 5.5449 0.1 0.0 0.1
C -1.9180 0.6620 6.4520 -0.1 0.0 0.0
C -3.1553 1.1211 6.0541 0.0 0.0 0.0
F -3.8975 1.8464 6.9361 0.0 0.0 0.0
C -3.6608 0.8914 4.7917 0.1 0.0 0.1
C -2.8855 0.1585 3.9034 -0.1 0.0 -0.1
C 1.0179 -2.1841 4.1639 0.0 0.0 0.0
C 2.3769 -1.9600 3.9613 0.1 0.1 0.0
C 3.3379 -2.5366 4.7817 -0.1 -0.1 0.1
C 2.9120 -3.3304 5.8246 0.1 0.0 0.0
F 3.8416 -3.8950 6.6464 0.0 0.0 0.0
C 1.5782 -3.5780 6.0720 0.1 0.0 0.0
C 0.6404 -3.0024 5.2236 -0.1 -0.1 0.0
H -4.6147 -4.6590 3.2737 0.0 0.0 0.0
H -3.4804 -2.4722 3.4359 0.0 0.0 0.0
H 0.2080 -4.3264 2.2828 0.0 0.1 0.0
H -0.9359 -6.5045 2.1484 0.0 0.0 0.0
H -0.1736 -0.3982 5.8369 0.0 0.0 0.0
H -1.5481 0.9002 7.4399 0.0 0.0 0.0
H -4.6151 1.3046 4.4972 0.0 0.0 0.0
H -3.2637 0.0361 2.8935 0.0 -0.1 0.0
H 2.7228 -1.3073 3.1720 -0.1 0.0 -0.1
H 4.3921 -2.3603 4.6194 0.0 0.0 0.0
H 1.2906 -4.2091 6.9020 0.0 0.0 0.0
H -0.4105 -3.2083 5.3997 0.0 0.0 0.0
```
Forces are in eV/Å.

energy relative to the best compared isomer or geometry (same formula, charge and spin): 2.6 kcal per mole
charge: -2
frontier orbital gap: 5.480 eV
maximum force: 0.903 eV Å⁻¹

***

3.
The ion C5H13N2O with charge +1, computed with ωB97M-V/def2-TZVPD.

```
21
Properties=species:S:1:pos:R:3:forces:R:3
C -1.9945 -0.0395 0.1492 -0.7 -0.1 -0.4
C -0.7841 -0.9597 0.0666 0.0 0.2 0.7
N -0.9907 -2.1674 -0.8057 0.4 0.6 -0.6
C 0.3891 -0.2022 -0.6222 1.9 -1.4 2.9
O 0.8827 -0.6855 -1.6282 -0.8 0.3 -1.1
N 1.0590 0.6847 0.1555 -1.0 1.0 -0.9
C 1.9654 1.5690 -0.5765 0.1 0.6 -0.8
C 0.8251 0.9824 1.5690 0.0 -0.4 -0.1
H -2.6711 -0.3153 -0.6753 0.0 0.5 0.3
H -1.6453 0.9766 0.0140 -0.1 0.2 -0.3
H -2.5843 -0.0095 1.0688 0.3 -0.6 0.0
H -0.4954 -1.3440 1.0610 0.1 0.3 -0.5
H -0.1051 -2.1895 -1.3630 0.2 -0.1 0.0
H -1.6806 -1.9778 -1.5357 -0.3 -0.2 0.3
H -1.1598 -3.0494 -0.3313 -0.2 0.0 0.1
H 2.7923 1.0245 -1.0204 0.0 -0.1 0.0
H 2.3717 2.3786 0.0303 -0.2 -0.4 0.3
H 1.3915 2.0692 -1.3752 0.4 -0.3 0.1
H 1.1974 1.9589 1.8157 0.1 0.6 -0.2
H 1.4613 0.3081 2.1356 -0.4 -0.3 0.4
H -0.2244 0.9877 1.8677 0.1 -0.4 0.0
```
Forces are in eV/Å.

energy relative to the best compared isomer or geometry (same formula, charge and spin): 29.9 kcal per mole
charge: +1
frontier orbital gap: 10.091 eV
SMILES: C[C@@H]([NH3+])C(=O)N(C)C
maximum force: 3.755 eV Å⁻¹

***

4.
A structure of composition C44H58Br3HfN6O11, computed with ωB97M-V/def2-TZVPD.

```
123
Properties=species:S:1:pos:R:3:forces:R:3
Hf -1.2861 1.0802 1.9952 2.3 -3.1 -8.3
C -1.5252 5.2630 3.7874 0.1 0.5 -1.6
C -1.4079 5.8176 2.2455 0.0 1.0 0.5
C -0.3826 7.0923 2.2923 -0.6 -0.8 -0.6
C 0.1386 7.6193 0.8840 -1.5 -1.4 2.3
C 0.7980 6.4155 0.2277 -1.2 0.6 -0.5
C -0.1661 5.1547 0.0288 0.1 -0.7 -0.3
N -0.8011 4.7649 1.3327 0.5 0.0 1.3
O -1.3481 3.4447 1.3730 0.1 -2.2 1.4
C 0.7330 4.0311 -0.5040 0.4 -0.4 0.7
C -1.2881 5.3803 -1.0436 0.6 0.3 1.3
C -2.8342 6.4193 1.8036 0.6 -1.4 0.5
H -2.3361 4.5518 3.9448 0.1 -0.4 -0.5
H -1.7856 6.0375 4.5088 0.1 0.6 -0.4
H -0.5734 4.8630 4.1368 0.0 -0.2 -0.3
H 0.4422 6.8170 2.9495 0.4 -0.2 -0.3
H -0.8634 7.8994 2.8450 -0.5 -0.1 -0.1
H 0.7636 8.4873 1.0938 0.3 -0.2 -0.3
H -0.7290 7.9695 0.3248 0.0 0.0 -0.2
H 1.6990 6.2210 0.8095 0.0 -0.7 -0.2
H 1.0625 6.7635 -0.7708 0.4 -0.5 -0.2
H 0.1978 3.1517 -0.8622 -0.2 0.2 -0.2
H 1.4195 3.6517 0.2530 0.0 0.1 0.4
H 1.4067 4.4209 -1.2671 -0.3 0.1 -0.3
H -1.9985 4.5547 -1.0849 0.2 -0.2 0.3
H -0.8686 5.4596 -2.0465 -0.1 0.6 0.1
H -1.8133 6.2424 -0.6324 -0.3 0.3 -1.0
H -2.8459 7.2887 1.1462 0.5 0.0 0.1
H -3.3751 6.6675 2.7168 0.0 0.2 0.0
H -3.4321 5.6548 1.3074 0.0 -0.2 0.0
C 0.7107 -0.8711 -1.6293 -0.9 -0.2 -0.4
C 1.2889 -0.2030 -0.3996 0.5 1.0 0.0
C 2.4605 0.7601 -0.7723 -0.6 -1.6 1.0
O 0.3298 0.5551 0.3219 -3.2 1.7 3.3
H -0.1313 -1.4852 -1.3100 -0.1 -0.1 -0.1
H 1.3877 -1.5041 -2.2029 0.5 -0.2 0.5
H 0.3569 -0.2056 -2.4168 -0.2 0.6 0.4
H 1.6376 -0.9920 0.2668 0.4 0.0 0.0
H 2.1931 1.4620 -1.5622 -0.1 0.0 0.2
H 3.2451 0.0606 -1.0605 0.2 0.4 -0.4
H 2.7998 1.2375 0.1469 -0.1 0.3 -0.2
C -1.7059 -3.2247 1.3519 -1.0 1.0 -0.2
C -2.8442 -2.1846 1.0245 -0.6 -0.1 0.1
C -4.3531 -2.6097 1.3790 2.3 -0.1 -0.2
O -2.5317 -0.9049 1.5139 2.0 4.2 2.3
H -1.5794 -3.3205 2.4303 0.0 0.0 0.1
H -0.8016 -2.8340 0.8854 0.1 0.0 0.2
H -1.8906 -4.2093 0.9222 -0.3 0.0 0.0
H -2.8057 -2.0335 -0.0543 -0.2 -0.3 -0.4
H -5.0266 -1.7602 1.4931 0.2 0.0 -0.4
H -4.3880 -3.1822 2.3059 0.0 -0.1 0.0
H -4.5919 -3.2605 0.5379 -0.7 0.0 0.2
N 3.6160 1.5539 -3.8843 -0.1 0.6 -1.0
C 2.4257 1.3991 -4.5162 -0.9 -2.5 -0.7
C 2.6951 0.8023 -5.7620 -3.4 1.4 0.8
C 4.0069 0.9438 -6.0425 2.0 -0.6 1.6
C 4.6028 1.3251 -4.8133 0.8 0.4 -1.5
H 3.6719 1.7442 -2.8940 0.5 0.2 -0.4
H 1.4560 1.4387 -4.0424 0.2 0.1 0.4
H 1.9654 0.4013 -6.4498 -0.2 0.3 0.1
H 4.3370 0.6147 -7.0167 1.0 0.3 0.3
H 5.6011 1.7268 -4.7205 0.0 -0.4 0.5
C 6.2164 0.4093 0.3581 -1.2 0.2 -0.2
Br 5.6508 2.2532 0.1887 0.0 0.0 0.0
Br 5.8939 -0.5017 -1.3753 0.8 0.5 1.0
Br 5.1219 -0.4500 1.7857 0.9 0.2 -0.8
H 7.2644 0.5190 0.6367 -0.2 -0.8 -0.1
C 4.1508 -3.4982 -0.9018 -1.2 -0.6 0.2
C 3.0032 -3.9312 -0.1598 3.5 -0.7 0.8
C 3.2957 -4.6626 1.0540 -0.3 1.4 -2.1
C 4.6408 -4.8469 1.4458 -0.3 -0.1 -0.3
C 5.7418 -4.4735 0.6425 -1.3 -0.6 -0.5
C 5.4554 -3.8552 -0.5780 -0.2 0.1 1.2
N 4.8564 -5.5908 2.7122 0.4 -1.6 1.8
O 5.9618 -5.9114 3.1307 0.3 1.2 -1.6
O 3.8875 -5.9620 3.3638 -1.0 0.8 -0.9
H 4.0261 -2.9316 -1.8128 -0.3 0.0 -0.2
H 2.0221 -3.8016 -0.5923 -0.2 0.1 0.4
H 2.4081 -5.0320 1.5460 0.5 -0.2 0.6
H 6.7610 -4.7906 0.8071 -0.1 0.1 0.7
H 6.2852 -3.6072 -1.2232 -0.1 0.1 -0.1
C 0.6306 -3.4408 7.0599 -0.1 2.1 2.5
C 0.9411 -4.1682 5.9928 0.4 -0.2 -2.1
C 1.1000 -3.5175 4.7488 0.6 -4.5 -0.1
C 0.8215 -2.2277 4.5560 -0.1 0.4 0.1
C 0.4849 -1.5017 5.6554 -1.2 1.8 2.5
C 0.4102 -2.0532 6.9543 0.4 -0.4 -1.9
N 0.7226 -1.7043 3.2172 1.3 -2.1 -2.4
O -0.0455 -0.7725 3.0281 -1.1 2.5 0.3
O 1.2695 -2.2903 2.2750 -0.8 1.2 2.2
H 0.6765 -3.9149 8.0292 -0.5 0.0 0.2
H 1.0230 -5.2340 6.1470 0.4 -0.1 -0.6
H 1.3985 -4.2097 3.9754 0.0 0.4 -0.6
H 0.1925 -0.4677 5.5465 0.2 0.2 0.0
H 0.1735 -1.4391 7.8106 0.0 0.0 -0.1
C -6.5830 0.7952 -3.1653 0.6 0.8 -0.4
C -6.2172 0.2058 -1.9633 1.0 -0.6 -1.4
C -4.8655 0.2516 -1.6848 1.7 0.5 1.4
C -3.9421 1.1361 -2.2900 -1.1 0.1 -0.6
C -4.3373 1.8252 -3.4562 -1.5 -1.2 -0.3
C -5.6498 1.5260 -3.9416 0.0 0.4 1.7
N -2.5821 1.3804 -1.7320 2.8 1.6 -2.6
O -2.2493 1.1144 -0.5735 -1.3 0.1 -0.9
O -1.7516 1.9156 -2.5696 -2.7 -1.8 3.0
H -7.6013 0.7056 -3.5136 0.0 0.0 -0.1
H -6.8734 -0.4896 -1.4612 0.0 0.2 0.2
H -4.4233 -0.3921 -0.9388 -0.2 0.0 0.5
H -3.7132 2.4832 -4.0427 0.2 0.0 0.3
H -6.0804 2.0102 -4.8057 0.5 0.1 -0.3
C -0.5301 -5.5860 -2.8209 3.2 0.3 -1.3
C -1.5240 -6.3874 -2.4621 -3.4 -0.9 0.6
C -2.8489 -5.8385 -2.3672 0.9 0.0 0.2
C -2.9620 -4.4696 -2.4128 1.1 -0.3 -1.2
C -1.8350 -3.6745 -2.7308 -1.5 1.2 1.3
C -0.6119 -4.2191 -2.9341 -0.8 0.7 -0.1
N -4.3000 -3.8976 -2.4206 -0.7 2.3 -0.6
O -4.4840 -2.8727 -3.1208 0.5 -1.8 1.2
O -5.1598 -4.3923 -1.7148 0.4 -0.1 -0.4
H 0.3772 -6.0310 -3.2018 0.4 -0.3 0.6
H -1.3048 -7.4316 -2.2951 -0.4 -0.2 -0.3
H -3.7905 -6.3671 -2.3848 0.3 -0.6 0.5
H -1.9074 -2.5996 -2.6544 -0.3 0.1 -0.4
H 0.1700 -3.5196 -3.1904 0.4 -0.5 -0.1
```
Forces are in eV/Å.

energy relative to the best compared isomer or geometry (same formula, charge and spin): 93.1 kcal per mole
charge: +1
frontier orbital gap: 4.128 eV
maximum force: 9.177 eV Å⁻¹

***

5.
The molecule CH4FOP, computed with ωB97M-V/def2-TZVPD.

```
8
Properties=species:S:1:pos:R:3:forces:R:3
O 0.7227 1.3137 -0.5832 0.5 -0.4 2.2
C 0.6618 -0.0994 -0.2692 -1.7 -0.4 0.0
P -1.1777 -0.2989 -0.4798 0.5 -3.2 1.4
F -1.5366 0.3568 0.9673 -0.1 0.4 -0.2
H 0.3864 1.5969 0.3051 0.5 0.9 -1.3
H 1.2371 -0.7660 -0.9187 0.1 0.5 0.0
H 0.8073 -0.3527 0.8169 0.5 0.4 -1.0
H -1.1010 -1.7504 0.1616 -0.4 1.7 -1.2
```
Forces are in eV/Å.

energy relative to the best compared isomer or geometry (same formula, charge and spin): 42.4 kcal per mole
frontier orbital gap: 10.738 eV
SMILES: OCPF
maximum force: 3.509 eV Å⁻¹

***

6.
A structure of composition C2H8N2S, computed with ωB97M-V/def2-TZVPD.

```
13
Properties=species:S:1:pos:R:3:forces:R:3
C 0.7634 1.2476 0.9070 -0.4 -5.6 -0.5
C -1.3989 -1.5484 -0.8447 -1.5 0.0 2.5
N 0.8535 0.6597 -0.3571 -1.1 2.7 0.5
N -1.4892 -0.1327 -0.5590 2.0 0.9 -2.2
S -2.0024 0.6096 0.6634 -1.2 -0.3 2.2
H 1.1828 0.6014 1.7645 -0.3 1.5 -1.0
H 0.9851 2.2146 0.7573 0.8 3.7 0.6
H -0.4394 1.1663 1.1758 1.0 0.3 0.4
H -0.6023 -1.7487 -1.5376 0.3 0.0 -0.1
H -1.3249 -2.1770 0.1196 0.1 0.6 -1.5
H -2.3697 -1.7338 -1.3009 0.1 -0.8 -0.3
H 1.1216 -0.2614 -0.2952 0.6 -2.8 0.3
H -1.9311 1.9517 0.4226 -0.3 -0.3 -1.0
```
Forces are in eV/Å.

energy relative to the best compared isomer or geometry (same formula, charge and spin): 117.3 kcal per mole
frontier orbital gap (spin up / spin down): 8.193 / 8.429 eV
maximum force: 5.596 eV Å⁻¹